{
  "formula": "C12H18N3",
  "method": "ωB97M-V/def2-TZVPD",
  "e_above_lowest_kj_mol": 332.5,
  "homo_energy_ev": -12.15,
  "charge": 1,
  "elements": ["C", "C", "C", "C", "C", "C", "C", "C", "C", "C", "C", "C", "N", "N", "N", "H", "H", "H", "H", "H", "H", "H", "H", "H", "H", "H", "H", "H", "H", "H", "H", "H", "H"],
  "xyz": [[-1.423, -2.564, -0.242], [-0.899, 3.056, 0.312], [-0.518, -1.856, 0.443], [-0.378, 2.072, 1.086], [1.178, 0.377, 0.010], [-2.689, -1.830, -0.347], [-1.053, 2.630, -1.095], [2.231, 0.055, 1.194], [3.138, -0.950, 0.396], [2.727, -0.783, -1.027], [-1.146, -0.607, 0.977], [-0.118, 0.899, 0.201], [1.576, 0.012, -1.125], [-2.376, -0.532, 0.197], [-0.872, 1.143, -1.006], [-1.120, -3.438, -0.831], [-1.089, 4.051, 0.796], [0.439, -2.273, 0.511], [-0.252, 2.133, 2.128], [-3.114, -1.849, -1.406], [-3.462, -2.278, 0.275], [-2.086, 2.900, -1.452], [-0.218, 2.946, -1.733], [2.657, 1.043, 1.450], [1.789, -0.384, 2.013], [4.203, -0.686, 0.670], [2.974, -2.062, 0.500], [3.457, -0.124, -1.576], [2.581, -1.769, -1.608], [-1.000, -0.415, 2.048], [-3.150, -0.168, 0.799], [-1.734, 0.462, -0.828], [-0.253, 0.789, -1.732]],
  "lowdin_charge": [-0.04, -0.04, -0.05, 0.00, -0.28, -0.19, -0.08, -0.04, -0.16, -0.26, -0.09, -0.29, 0.08, -0.04, 0.08, 0.13, 0.14, 0.09, 0.11, 0.15, 0.13, 0.15, 0.14, 0.13, 0.07, 0.13, 0.12, 0.14, 0.15, 0.15, 0.17, 0.15, 0.15]
}



{
  "formula": "C22H52CrN7O8",
  "method": "ωB97M-V/def2-TZVPD",
  "s_squared": 6.030,
  "homo_energy_ev": [-11.13, -11.13],
  "multiplicity": 5,
  "charge": 1,
  "elements": ["Cr", "C", "O", "H", "H", "H", "C", "O", "N", "C", "C", "H", "H", "H", "H", "H", "H", "H", "C", "O", "N", "C", "C", "H", "H", "H", "H", "H", "H", "H", "C", "O", "N", "C", "C", "H", "H", "H", "H", "H", "H", "H", "C", "O", "N", "C", "C", "H", "H", "H", "H", "H", "H", "H", "C", "O", "N", "C", "C", "H", "H", "H", "H", "H", "H", "H", "C", "O", "N", "C", "C", "H", "H", "H", "H", "H", "H", "H", "C", "O", "N", "C", "C", "H", "H", "H", "H", "H", "H", "H"],
  "xyz": [[-2.019, 2.578, -0.224], [0.273, 0.100, 0.040], [-0.843, 0.848, -0.413], [0.329, -0.057, 1.117], [0.349, -0.880, -0.433], [1.231, 0.486, -0.307], [0.125, 2.547, -5.558], [-0.968, 2.748, -5.023], [1.193, 2.146, -4.839], [2.404, 1.762, -5.415], [1.067, 1.569, -3.461], [0.292, 2.564, -6.646], [3.195, 1.887, -4.676], [2.411, 2.181, -6.421], [2.259, 0.690, -5.547], [0.329, 1.857, -2.713], [0.844, 0.519, -3.650], [2.010, 1.497, -2.919], [-1.541, -4.590, 1.840], [-0.899, -5.295, 2.668], [-0.986, -4.252, 0.675], [0.432, -4.430, 0.360], [-1.722, -3.346, -0.253], [-2.546, -4.148, 1.923], [0.576, -4.893, -0.616], [1.039, -4.879, 1.147], [0.756, -3.420, 0.110], [-1.611, -3.597, -1.308], [-2.800, -3.415, -0.106], [-1.450, -2.325, 0.013], [5.278, -2.115, -0.098], [6.049, -2.662, 0.699], [4.261, -2.728, -0.790], [3.411, -2.025, -1.734], [4.043, -4.185, -0.567], [5.319, -1.034, -0.305], [3.624, -0.957, -1.761], [2.369, -1.971, -1.419], [3.594, -2.353, -2.758], [4.678, -4.679, 0.168], [3.085, -4.460, -0.125], [4.124, -4.706, -1.521], [5.016, 3.190, -0.362], [4.897, 2.737, 0.752], [3.976, 3.545, -1.136], [4.197, 3.820, -2.596], [2.571, 3.388, -0.697], [6.016, 3.378, -0.781], [3.696, 4.777, -2.740], [3.746, 3.010, -3.170], [5.254, 3.897, -2.849], [1.969, 4.195, -1.113], [2.080, 2.504, -1.103], [2.555, 3.383, 0.393], [-4.550, 0.864, -1.363], [-3.634, 1.695, -1.020], [-4.374, -0.344, -1.930], [-5.471, -1.051, -2.534], [-3.025, -0.830, -2.170], [-5.617, 1.058, -1.172], [-5.441, -2.140, -2.493], [-5.576, -0.718, -3.567], [-6.382, -0.755, -2.014], [-2.482, -1.069, -1.255], [-3.019, -1.752, -2.751], [-2.310, -0.230, -2.733], [-0.802, 0.565, 6.063], [-1.466, 0.751, 7.033], [-0.533, 1.407, 5.104], [0.420, 1.083, 4.027], [-1.043, 2.729, 4.973], [-0.291, -0.402, 5.943], [1.400, 1.515, 4.224], [0.145, 1.394, 3.019], [0.496, -0.001, 3.944], [-0.187, 3.351, 5.233], [-1.420, 2.830, 3.955], [-1.863, 2.879, 5.675], [-3.453, 1.482, 2.631], [-2.967, 1.575, 1.513], [-3.484, 0.357, 3.415], [-4.251, 0.378, 4.682], [-2.959, -0.899, 2.960], [-3.903, 2.333, 3.166], [-4.558, 1.416, 4.805], [-3.529, 0.075, 5.441], [-5.084, -0.321, 4.761], [-3.669, -1.726, 2.931], [-2.443, -0.870, 2.000], [-2.212, -1.028, 3.744]],
  "lowdin_charge": [1.10, -0.23, -0.42, 0.06, 0.04, 0.05, -0.32, -0.01, -0.20, -0.08, -0.03, 0.14, 0.07, 0.10, 0.10, 0.07, 0.09, 0.06, -0.31, -0.02, -0.18, -0.04, -0.06, 0.12, 0.09, 0.10, 0.06, 0.09, 0.08, 0.06, -0.31, 0.00, -0.17, -0.07, -0.02, 0.13, 0.07, 0.06, 0.09, 0.09, 0.05, 0.09, -0.37, 0.02, -0.17, -0.01, -0.03, 0.14, 0.09, 0.04, 0.09, 0.09, 0.04, 0.09, -0.18, -0.15, -0.14, -0.03, -0.02, 0.16, 0.10, 0.11, 0.09, 0.06, 0.10, 0.10, -0.42, 0.04, -0.19, -0.04, -0.04, 0.14, 0.10, 0.07, 0.09, 0.11, 0.07, 0.10, -0.28, -0.08, -0.16, 0.00, -0.02, 0.14, 0.09, 0.08, 0.10, 0.10, 0.08, 0.10]
}



{
  "formula": "C5H15N4",
  "method": "ωB97M-V/def2-TZVPD",
  "e_above_lowest_kj_mol": 258.6,
  "homo_energy_ev": -12.85,
  "charge": 1,
  "elements": ["C", "C", "C", "C", "C", "N", "N", "N", "N", "H", "H", "H", "H", "H", "H", "H", "H", "H", "H", "H", "H", "H", "H", "H"],
  "xyz": [[1.272, 0.770, -0.170], [1.168, -1.363, -1.190], [2.024, -1.089, 1.109], [-1.946, 1.450, 0.186], [-2.189, -0.924, -0.052], [1.460, 1.988, 0.375], [0.887, 1.771, -0.989], [1.529, -0.476, -0.104], [-1.354, 0.148, 0.476], [1.930, -2.133, -1.300], [0.213, -1.840, -0.965], [1.067, -0.810, -2.121], [2.895, -1.699, 0.870], [2.313, -0.327, 1.830], [1.258, -1.733, 1.540], [-2.994, 1.518, 0.504], [-1.393, 2.237, 0.696], [-1.895, 1.623, -0.889], [-2.182, -0.868, -1.140], [-1.798, -1.888, 0.271], [-3.230, -0.849, 0.284], [0.792, 2.366, 1.044], [1.483, 2.085, -1.752], [-1.309, 0.043, 1.489]],
  "lowdin_charge": [-0.36, 0.02, 0.02, -0.14, -0.13, 0.20, 0.18, -0.10, -0.19, 0.11, 0.09, 0.11, 0.11, 0.11, 0.11, 0.09, 0.06, 0.08, 0.09, 0.08, 0.09, 0.13, 0.15, 0.11]
}



The records above give, respectively, DFT total energy values of -17196.882 -78879.569 -11379.348 eV.